{
  "formula": "C24H32N4O4",
  "method": "wB97M-V/def2-TZVPD",
  "charge": 0,
  "relative_energy_kcal_mol": 0.00,
  "largest_force_ev_per_a": 0.67,
  "orbital_gap_ha": 0.3535,
  "e_homo_ev": -9.2,
  "smiles": "Cc1ccc(N(C(=O)C[C@H]2NC(=O)NC2=O)C2(C(=O)NC3CCCC3)CCCCC2)cc1",
  "species": ["C", "C", "C", "C", "C", "N", "C", "O", "C", "C", "N", "C", "O", "N", "C", "O", "C", "C", "O", "N", "C", "C", "C", "C", "C", "C", "C", "C", "C", "C", "C", "C", "H", "H", "H", "H", "H", "H", "H", "H", "H", "H", "H", "H", "H", "H", "H", "H", "H", "H", "H", "H", "H", "H", "H", "H", "H", "H", "H", "H", "H", "H", "H", "H"],
  "positions_angstrom": [[-4.2246, -3.9768, 2.1101], [-3.1645, -3.1833, 1.4116], [-2.6549, -2.0285, 1.9967], [-1.6837, -1.2780, 1.3633], [-1.2069, -1.6743, 0.1200], [-0.2047, -0.9061, -0.5464], [1.0908, -1.2028, -0.3464], [2.0276, -0.5683, -0.8126], [1.3617, -2.4109, 0.5456], [2.8687, -2.6530, 0.6674], [3.5030, -3.1128, -0.5375], [4.4957, -2.2955, -0.9700], [5.1687, -2.4071, -1.9569], [4.6240, -1.3031, 0.0081], [3.6391, -1.3535, 0.9485], [3.4567, -0.5832, 1.8519], [-0.6368, 0.3270, -1.2601], [-0.3130, 1.4924, -0.2807], [-1.1728, 1.9343, 0.4575], [0.9605, 1.9149, -0.3096], [1.5297, 2.8258, 0.6707], [1.5072, 2.2590, 2.1020], [1.3744, 3.4952, 2.9824], [0.3620, 4.3367, 2.2096], [0.7924, 4.1809, 0.7485], [-2.1540, 0.2938, -1.4886], [-2.6224, 1.5242, -2.2641], [-1.9104, 1.6425, -3.6051], [-0.4036, 1.6693, -3.3831], [0.0427, 0.4183, -2.6327], [-1.7099, -2.8214, -0.4766], [-2.6799, -3.5678, 0.1685], [-5.1576, -3.4146, 2.1324], [-3.9350, -4.1784, 3.1397], [-4.4044, -4.9215, 1.6037], [-3.0270, -1.7131, 2.9602], [-1.3059, -0.3737, 1.8152], [0.8661, -3.3013, 0.1558], [0.9596, -2.2016, 1.5387], [3.0470, -3.3556, 1.4941], [3.1400, -3.8550, -1.1093], [5.2419, -0.5154, -0.1100], [1.6268, 1.3211, -0.7855], [2.5633, 2.9857, 0.3530], [0.6168, 1.6407, 2.2188], [2.3823, 1.6489, 2.3175], [2.3310, 4.0172, 3.0474], [1.0406, 3.2553, 3.9907], [-0.6334, 3.9122, 2.3387], [0.3441, 5.3784, 2.5269], [1.4668, 4.9862, 0.4562], [-0.0639, 4.1940, 0.0781], [-2.6695, 0.2767, -0.5283], [-2.4157, -0.6112, -2.0413], [-2.4277, 2.4141, -1.6647], [-3.7013, 1.4538, -2.4155], [-2.2323, 2.5497, -4.1195], [-2.1706, 0.7887, -4.2360], [-0.1342, 2.5557, -2.8053], [0.1188, 1.7192, -4.3404], [1.1271, 0.4067, -2.5475], [-0.2469, -0.4683, -3.2047], [-1.3419, -3.1248, -1.4463], [-3.0674, -4.4581, -0.3049]],
  "atomic_forces_ev_per_a": [[-0.043, 0.027, 0.016], [0.036, 0.001, -0.028], [0.019, -0.043, -0.068], [0.057, -0.049, -0.119], [-0.234, -0.355, 0.213], [-0.413, 0.080, -0.114], [0.179, -0.503, 0.158], [0.065, -0.029, -0.076], [0.579, 0.189, -0.021], [-0.394, 0.065, 0.253], [-0.322, -0.346, -0.018], [0.135, 0.056, 0.191], [0.239, 0.054, -0.449], [0.420, 0.125, -0.102], [0.105, -0.395, 0.072], [-0.148, 0.133, 0.253], [-0.099, 0.076, -0.192], [0.253, -0.235, -0.569], [-0.265, 0.248, 0.421], [0.365, 0.058, -0.117], [-0.181, 0.013, 0.180], [0.230, 0.033, 0.040], [-0.159, -0.095, -0.010], [0.074, 0.140, 0.002], [-0.067, 0.088, -0.012], [-0.044, 0.311, 0.191], [0.007, -0.166, -0.177], [0.043, 0.253, 0.138], [-0.211, -0.245, -0.183], [0.239, 0.330, -0.025], [0.061, 0.208, 0.074], [-0.018, 0.004, 0.048], [-0.095, -0.030, 0.031], [-0.033, -0.061, 0.068], [-0.047, -0.074, 0.012], [-0.037, 0.040, 0.124], [0.065, 0.134, 0.035], [-0.027, 0.019, 0.125], [-0.059, -0.111, -0.026], [-0.010, 0.210, -0.053], [0.145, 0.059, -0.070], [-0.059, -0.084, -0.016], [-0.216, -0.024, -0.030], [-0.087, -0.026, 0.030], [-0.033, -0.051, 0.000], [-0.011, -0.052, -0.013], [0.070, 0.045, 0.061], [0.067, 0.024, 0.085], [-0.049, 0.012, 0.024], [-0.073, 0.040, 0.030], [0.012, 0.036, -0.023], [0.031, 0.056, -0.069], [0.019, -0.084, -0.093], [0.046, -0.053, 0.002], [-0.073, 0.048, 0.022], [-0.014, 0.040, 0.065], [-0.042, -0.025, -0.076], [-0.020, -0.028, -0.085], [0.066, 0.083, -0.029], [0.064, 0.059, 0.038], [-0.134, -0.073, -0.035], [0.010, -0.062, 0.031], [0.061, 0.005, -0.108], [-0.046, -0.101, -0.029]]
}